# 1
The following is a DFT calculation (ωB97M-V/def2-TZVPD) of a structure of composition C9H8ClN3OS.

Output
energy = -39334.8365 eV
HOMO = -0.3543 hartree
energy above the lowest of the compared OMol25 structures with the same formula, charge and spin = 3.114 eV
HOMO-LUMO gap = 7.541 eV

Cartesian coordinates (Å):
Cl -4.6508 0.8794 -0.0839
S 1.7765 -0.7228 0.8415
O 1.9512 -2.7141 -1.6903
N -2.3188 0.4913 -1.1788
N -0.8742 -3.7621 1.6532
N 0.7447 -2.5898 0.2618
C -0.1930 -3.1704 0.9792
C -2.8900 0.9274 -0.0872
C 1.2872 0.6735 -0.3075
C 2.2116 1.7621 0.2748
C -0.7844 1.5881 0.8334
C -2.2151 1.5807 0.9135
C -0.1582 0.9135 -0.2517
C 1.2672 -3.2016 -0.8297
C -1.0081 0.4538 -1.3174
H 1.6678 2.4309 0.9446
H 1.5339 0.4571 -1.3582
H -2.7537 1.9444 1.7661
H 2.4678 2.5899 -0.4386
H 0.8942 -4.2290 -0.8219
H 3.1250 1.3659 0.5788
H -0.3101 2.2769 1.6412
H -0.7705 0.0549 -2.3228

---

# 2
The following is a DFT calculation (ωB97M-V/def2-TZVPD) of a structure of composition C28H25N3O4ReS2.

Output
net charge = +4
energy = -65856.8704 eV
HOMO (alpha / beta) = -0.7435 / -0.7435 hartree
energy above the lowest of the compared OMol25 structures with the same formula, charge and spin = 0.568 eV
HOMO-LUMO gap (alpha / beta) = 6.180 / 6.431 eV
spin multiplicity = 2

Cartesian coordinates (Å):
Re 0.1684 0.0742 -0.1092
S 0.7925 3.2171 -1.4541
S -0.8290 0.3556 3.1374
O -0.5206 -7.0730 -2.4696
O -2.4098 -6.0301 -2.5013
O 0.0274 0.0788 1.7129
O 0.4191 1.7397 -0.8217
N -1.0514 -1.2865 -1.0187
N -1.2125 -6.1046 -2.3370
N 1.4280 -1.5256 -0.3883
C -0.7782 2.9815 1.9096
C -4.1992 -1.3763 3.9789
C -2.3023 -1.0395 -1.4521
C 1.5211 -3.8514 -1.0643
C 0.8339 -2.6658 -0.8532
C -4.7257 0.1650 2.1740
C 4.1052 3.9913 -3.3485
C 2.4839 3.2439 -1.7531
C 5.1004 3.6473 -2.4482
C -0.5288 -2.5431 -1.2059
C 3.4804 2.8996 -0.8277
C -5.1207 -0.7821 3.1324
C -0.5237 -4.8545 -1.8782
C -0.7213 2.1782 3.2147
C -3.0552 -2.0204 -2.0722
C 4.7922 3.0971 -1.1958
C -1.2397 -3.6023 -1.7684
C -2.4748 -0.0682 2.9294
C 0.7842 -4.9737 -1.5625
C -2.5489 -3.2978 -2.2267
C 0.4948 4.2044 0.0675
C -3.4070 0.5389 2.0678
C 2.9082 -3.8494 -0.7945
C 2.7519 -1.5418 -0.1616
C -2.8574 -1.0380 3.8751
C 2.7737 3.7710 -3.0193
C 0.5903 3.4654 1.4088
C 3.5138 -2.6874 -0.3594
H -1.3230 2.4312 1.1368
H -1.5819 2.3803 3.8595
H 1.9882 4.0079 -3.7271
H 1.2631 -5.9381 -1.6889
H 4.3565 4.4143 -4.3116
H -1.3916 3.8629 2.1093
H 5.5900 2.8506 -0.5081
H 1.3236 2.6573 1.3585
H 0.9967 4.1734 2.1337
H 4.5766 -2.6521 -0.1629
H -5.4724 0.6233 1.5392
H -2.1252 -1.4993 4.5274
H 3.4927 -4.7510 -0.9413
H 1.2480 4.9884 -0.0344
H -3.1178 1.3057 1.3616
H 3.2363 2.5251 0.1587
H -4.5163 -2.1000 4.7177
H -4.0442 -1.7765 -2.4360
H 6.1374 3.8057 -2.7157
H -0.4866 4.6528 -0.0957
H -2.6816 -0.0367 -1.3022
H -3.1401 -4.0656 -2.7040
H -6.1676 -1.0467 3.2131
H 3.1959 -0.6218 0.1962
H 0.1799 2.3714 3.7993